# 1
The following is a quantum chemistry calculation of a cluster of 2 separate species, CH7N2O in total at a distorted geometry, from the Open Molecules 2025 dataset.

Its LUMO energy is -4.582 eV. For the energy relative to the best compared isomer or geometry (same formula, charge and spin), the calculation gives 186.61 kJ/mol. Its charge is +1. For the HOMO energy, the calculation gives -14.7 eV. As for the HOMO-LUMO gap: 10.07 eV.

Bonds (Å) are listed after each position.
Geometry (Å):
1 O -0.274 0.834 1.319  C9 1.253, H10 1.028
2 H 1.058 0.839 -2.456  N4 1.034
3 H 0.335 1.490 -1.132  N4 1.067
4 N 0.772 0.586 -1.496  H2 1.034, H3 1.067, H11 1.019
5 N -0.912 -1.305 0.560  H6 0.979, H7 1.035, C9 1.331
6 H -1.884 -1.197 0.555  N5 0.979
7 H -0.612 -2.295 0.563  N5 1.035
8 H 0.950 -0.564 1.118  C9 1.067
9 C -0.071 -0.334 0.912  O1 1.253, N5 1.331, H8 1.067
10 H -0.967 1.517 0.988  O1 1.028
11 H 1.606 0.429 -0.931  N4 1.019

# 2
The following is a quantum chemistry calculation of an isolated molecule of C27H34N4O5S at a distorted geometry, from the Open Molecules 2025 dataset.

Its LUMO energy is -0.939 eV. For the energy relative to the best compared isomer or geometry (same formula, charge and spin), the calculation gives 429.87 kJ/mol. For the HOMO energy, the calculation gives -8.3 eV. As for the HOMO-LUMO gap: 7.32 eV.

Bonds (Å) are listed after each position.
Geometry (Å):
1 C -4.144 -1.797 1.292  C27 1.526, H31 1.093, H35 1.092, C54 1.527
2 H -5.286 3.505 -1.216  C45 1.079
3 C 5.173 -0.619 -0.422  S16 1.744, C30 1.492, C52 1.357
4 H -2.666 -4.019 2.140  C29 1.093
5 H -6.667 0.527 0.759  C38 1.088
6 H -4.505 5.549 -0.034  C12 1.079
7 N -3.963 1.254 -1.498  C14 1.439, O15 1.215, O62 1.209
8 H 5.495 0.678 2.006  C61 1.088
9 H -3.319 -2.642 -0.495  C54 1.090
10 H 6.896 -0.983 0.783  C30 1.104
11 H 7.186 -1.121 -0.962  C30 1.095
12 C -3.881 4.670 -0.071  H6 1.079, C18 1.387, C45 1.381
13 H 8.046 3.047 0.642  C19 1.086
14 C -3.512 2.410 -0.769  N7 1.439, C36 1.394, C45 1.390
15 O -3.151 0.373 -1.700  N7 1.215
16 S 4.294 -2.116 -0.589  C3 1.744, C26 1.731
17 H -1.358 -1.556 -0.345  C21 1.091
18 C -2.633 4.673 0.535  C12 1.387, H42 1.079, C68 1.386
19 C 7.103 3.078 0.102  H13 1.086, H32 1.086, H49 1.086, C55 1.528
20 H 0.295 -3.589 0.256  C39 1.089
21 C -0.765 -1.699 -1.249  H17 1.091, C33 1.487, C43 1.528, H71 1.093
22 H -5.157 -1.004 -0.429  C27 1.092
23 H -5.024 0.794 1.355  C38 1.090
24 O 7.128 0.768 -0.305  C30 1.406, C55 1.430
25 H -0.218 1.962 -1.511  N34 1.018
26 C 2.811 -1.238 -0.744  S16 1.731, N40 1.340, C48 1.392
27 C -5.381 -1.208 0.620  C1 1.526, H22 1.092, C38 1.524, H65 1.092
28 H -6.167 -0.132 2.321  C38 1.088
29 C -2.339 -3.562 1.202  H4 1.093, H46 1.091, C54 1.529, C59 1.535
30 C 6.646 -0.549 -0.200  C3 1.492, H10 1.104, H11 1.095, O24 1.406
31 H -4.398 -2.114 2.306  C1 1.093
32 H 7.319 3.198 -0.955  C19 1.086
33 C 0.574 -1.093 -1.022  C21 1.487, N40 1.292, N56 1.373
34 N -0.456 1.099 -1.025  H25 1.018, C41 1.365, N56 1.393
35 H -3.377 -1.024 1.372  C1 1.092
36 C -2.264 2.396 -0.150  C14 1.394, C41 1.506, C68 1.389
37 H -2.307 -5.077 -0.332  C59 1.092
38 C -5.841 0.074 1.304  H5 1.088, H23 1.090, C27 1.524, H28 1.088
39 C -0.387 -4.101 -0.421  H20 1.089, C43 1.533, H47 1.092, C59 1.532
40 N 1.627 -1.837 -0.930  C26 1.340, C33 1.292
41 C -1.411 1.159 -0.053  N34 1.365, C36 1.506, O60 1.206
42 H -2.281 5.559 1.041  C18 1.079
43 C -0.699 -3.183 -1.607  C21 1.528, C39 1.533, H57 1.091, H64 1.091
44 H 5.758 2.395 2.308  C61 1.086
45 C -4.324 3.538 -0.727  H2 1.079, C12 1.381, C14 1.390
46 H -1.652 -2.757 1.468  C29 1.091
47 H 0.140 -4.977 -0.804  C39 1.092
48 C 3.009 0.138 -0.663  C26 1.392, C52 1.424, C63 1.429
49 H 6.518 3.925 0.448  C19 1.086
50 C 4.952 1.852 -0.355  H51 1.090, C52 1.492, C55 1.541, H67 1.094
51 H 4.274 2.493 0.208  C50 1.090
52 C 4.379 0.480 -0.477  C3 1.357, C48 1.424, C50 1.492
53 H -1.242 -5.400 1.027  C59 1.093
54 C -3.572 -2.978 0.512  C1 1.527, H9 1.090, C29 1.529, H58 1.093
55 C 6.333 1.777 0.324  C19 1.528, O24 1.430, C50 1.541, C61 1.533
56 N 0.662 0.274 -0.920  C33 1.373, N34 1.393, C63 1.415
57 H -1.652 -3.478 -2.050  C43 1.091
58 H -4.333 -3.757 0.416  C54 1.093
59 C -1.602 -4.612 0.361  C29 1.535, H37 1.092, C39 1.532, H53 1.093
60 O -1.549 0.346 0.828  C41 1.206
61 C 6.168 1.512 1.825  H8 1.088, H44 1.086, C55 1.533, H70 1.088
62 O -5.107 1.240 -1.889  N7 1.209
63 C 1.868 0.993 -0.754  C48 1.429, N56 1.415, O66 1.221
64 H 0.075 -3.313 -2.364  C43 1.091
65 H -6.193 -1.939 0.637  C27 1.092
66 O 1.818 2.212 -0.717  C63 1.221
67 H 5.060 2.281 -1.355  C50 1.094
68 C -1.831 3.544 0.501  C18 1.386, C36 1.389, H69 1.079
69 H -0.865 3.545 0.982  C68 1.079
70 H 7.136 1.289 2.269  C61 1.088
71 H -1.270 -1.136 -2.039  C21 1.093